100
Properties=species:S:1:pos:R:3:forces:R:3 method="wB97M-V/def2-TZVPD" homo_energy_ev="-3.113 / -3.090" max_force_ev_per_a=2.932 gap_ha="0.1970 / 0.1965" relative_energy_ev=0.000 spin_multiplicity=2 total_energy_ev=-129574.112 charge=-1
H -5.895327 -1.934408 2.397399 -0.0320 -0.0009 -0.0035
N -0.076026 2.308380 -0.634572 0.2157 -0.2348 -0.6461
C -0.031635 2.316156 -5.602403 -0.0991 -0.0269 -0.0465
H -3.126704 -4.963411 4.236630 -0.0217 0.0403 0.0212
H 4.934937 5.219345 -0.532532 -0.0299 0.0128 0.0433
C -5.610251 -1.220567 0.491212 0.0148 0.1450 0.0550
C -1.121395 3.288209 -0.862361 -0.0149 0.1720 0.2372
H -7.178919 -2.276657 -0.492323 0.0205 -0.0211 0.0086
H -4.375350 1.776814 -0.443927 0.0078 -0.0117 0.0234
H 3.231634 1.131719 3.426236 -0.0087 -0.0293 0.0250
N -2.530466 -0.552348 -4.072638 -0.0279 -0.1146 0.0073
H 4.547692 0.159417 -3.523055 -0.0045 0.0024 -0.0001
H -0.479121 3.250384 -5.919715 0.0384 0.0264 0.0223
P 1.807420 0.867271 -2.244501 -0.1389 0.6774 0.3739
C 2.912467 -0.578397 -2.371686 -0.6064 -0.3869 0.3819
C 4.234788 -3.006219 -2.321758 0.3192 -0.1279 -0.1721
N -5.500323 -2.222983 1.516131 -0.1414 -0.0951 -0.1771
H 1.507266 -1.018608 -4.443964 -0.0023 -0.0285 -0.0727
C 3.940869 3.438216 -0.000354 0.0196 -0.0262 -0.0498
C 2.750071 2.293487 -1.826514 0.0488 -0.3127 0.0941
H -3.749662 1.211758 1.867295 -0.1168 0.0128 0.0025
C -4.463345 -3.120154 1.687393 -0.0140 -0.0294 -0.0208
H 2.650643 2.364793 2.407215 -0.0956 0.0403 0.0095
Cl -5.225523 -3.111685 4.288593 -0.0241 0.0158 0.1147
H 4.502852 1.200100 0.538626 0.0079 0.1312 -0.0589
C -4.230962 -3.657718 2.964773 0.0882 -0.0217 -0.0355
C -5.902523 0.695630 -1.487626 -0.0017 -0.0037 -0.0194
H 0.286488 4.394937 -2.090618 0.0046 0.0404 -0.0133
C 1.175009 -1.305312 -0.954834 -2.2489 1.7587 0.6697
O -1.788273 0.249289 0.417888 0.0187 -0.2465 -0.1968
H 4.761486 -3.953730 -2.316019 0.0032 0.0172 0.0318
C -3.253572 -4.593967 3.228794 -0.0229 0.0684 -0.0397
Cr 0.122371 0.355260 -0.662980 -0.0779 -0.6549 -0.0482
H -7.445769 -0.577094 -2.281198 0.0044 -0.0003 -0.0026
H -2.930292 3.428935 -2.027179 0.0090 0.0338 0.0138
H -1.656277 -5.753953 2.394610 0.0040 0.0115 -0.0028
C 3.031892 -2.894117 -1.658735 -0.6250 0.3779 0.2698
C 1.085476 -0.078584 -4.773710 0.1382 0.1739 0.0388
O 3.795641 1.018610 -0.091437 0.2007 -0.1823 0.1503
C 3.189230 3.290744 -2.682457 0.1357 -0.1521 0.0786
H 0.632391 3.096914 -3.718074 -0.0383 -0.0111 -0.0004
H -0.084415 5.185169 -0.564999 0.0405 0.0262 -0.0441
C -2.439800 -5.034186 2.200277 0.0883 -0.0829 0.0041
Cl -3.890859 -3.164753 -0.976222 0.0985 0.0848 -0.3467
C -6.710724 -0.434695 -1.498773 -0.0091 0.0156 -0.0084
C 4.318720 4.397785 -0.886019 0.1090 -0.1624 0.0469
N 1.055621 -1.665902 2.095262 -0.5825 -0.4790 -0.3074
H -1.237761 4.027016 1.182071 -0.0105 -0.0136 0.0096
C -0.515037 4.608782 -1.382615 -0.1169 -0.1077 0.0126
O 0.092121 -1.833292 -0.674312 0.7403 -0.6260 -0.2285
H 4.241503 3.491536 1.043730 -0.0880 0.0931 0.0288
H -4.175937 -0.373333 2.550780 0.0462 0.1067 0.0329
H -2.017278 -4.879444 0.102952 -0.0283 0.0186 -0.0480
C 1.174301 1.039873 -3.941521 -0.0366 -0.2069 -0.1434
C 1.800294 0.608007 2.108153 0.2936 0.5866 -0.1776
H -2.774428 0.424436 -4.093479 0.0304 0.0086 0.0039
H -2.240751 2.607826 0.840947 -0.0504 0.0080 0.0325
O -1.905453 -1.122111 2.207946 0.1689 -0.1389 -0.2723
C 4.123448 -0.700617 -3.017819 0.2867 -0.1741 -0.2308
H 1.405187 -2.530315 2.485319 0.1192 0.0545 -0.0627
H -2.753364 4.220470 0.270069 0.0205 0.0455 0.0128
H 0.032272 -1.629054 2.199764 0.0717 0.1580 -0.1558
C 0.591702 2.232538 -4.367337 0.0854 0.0852 0.1017
C -2.097708 2.732648 -1.895216 0.1422 -0.0569 0.1157
C 0.448351 0.000728 -6.001770 -0.0707 -0.0214 -0.0696
H -5.992301 1.436435 -2.273163 -0.0149 0.0184 0.0194
H -1.597957 2.583697 -2.852156 -0.0109 0.0052 -0.0620
N 2.447129 1.518853 2.926633 0.0557 -0.1444 0.3418
H 4.283564 5.129318 -2.930971 -0.0454 0.0011 -0.0012
C 4.792361 -1.919868 -2.998986 -0.2587 0.1120 0.1525
C 3.962340 4.353403 -2.248669 0.0158 0.2133 -0.2441
C -4.825929 -0.063898 0.541566 0.0221 -0.1372 -0.0165
O -1.137289 -0.006244 -2.400957 -0.0724 -0.5372 0.0855
H -0.588542 1.268008 -7.393342 -0.0329 -0.0096 0.0120
C -1.499471 -0.851015 -3.217320 -0.2842 0.8287 -0.0190
C -3.848522 0.146064 1.651594 0.5763 -0.1824 -0.0896
H -1.453896 -2.790059 -3.832679 -0.1021 -0.0049 0.0231
C 3.121280 2.260933 -0.379510 -0.3961 0.3489 -0.1657
C -6.569358 -1.382129 -0.500467 0.0172 -0.0220 0.0263
H -2.584893 -1.041100 -4.949176 0.0352 0.0359 -0.0343
C -4.987538 0.884451 -0.466227 0.0098 -0.0021 -0.0475
O 0.877793 3.024032 0.205296 0.0268 0.4533 0.1784
C -3.646013 -3.633015 0.668482 -0.0101 -0.0320 0.1991
H 2.614072 -3.727745 -1.106580 0.0371 -0.0351 -0.0199
H 1.523026 -0.506435 3.723679 -0.0924 0.1154 -0.0272
H 2.920243 3.224800 -3.732241 0.0175 0.0278 0.0029
C -1.895369 3.562898 0.446795 0.0317 -0.0429 -0.1342
C -0.108911 1.199970 -6.424191 0.0525 0.0093 -0.0225
N -0.924083 -2.071888 -3.370599 0.2281 -0.2049 0.4809
H 0.371044 -0.881250 -6.627485 0.0614 -0.0010 -0.0079
N 1.409261 0.938377 0.913546 -0.2041 -0.4446 0.5922
C 2.348885 -1.662465 -1.665064 1.9840 -0.8404 -0.9781
H 5.748794 -2.027737 -3.494371 0.0036 0.0027 -0.0168
N 1.919763 2.238850 0.603718 0.2444 -0.2413 -0.2686
C -2.374577 -0.330980 1.370910 0.0241 0.4082 0.5484
H -1.285106 5.209216 -1.875028 -0.0138 0.0529 0.0234
N 1.683069 -0.604251 2.729732 0.0077 0.0885 0.1125
H -0.436162 -2.361182 -2.526584 -0.0602 -0.1188 -0.0862
C -2.642078 -4.551131 0.921177 -0.0182 0.0643 0.1059
H -2.473133 1.771869 -1.554541 -0.0894 -0.0460 -0.0359